Here is a 4-piece molecular cluster, C18H26BF5O12 overall from OMol25. Energies are from ωB97M-V/def2-TZVPD.

Its total charge is -2. The HOMO energy is 0.99 eV.

Element x y z (Å)
O  3.8537  -0.4987  -0.2032
C  3.6856  0.7527  -0.3076
O  4.5381  1.6080  0.1344
B  2.2736  1.3341  -0.9983
O  1.7027  0.3268  -1.9939
C  1.1976  1.5827  0.2505
C  0.0738  2.5806  -0.0368
C  -1.1331  2.0442  -0.8157
C  -2.0698  1.1392  -0.0625
F  -3.2712  1.0746  -0.7440
F  -2.3806  1.6289  1.1711
C  -1.6422  -0.3525  0.1144
F  -0.8077  -0.7454  -0.8176
F  -2.7440  -1.1642  0.0418
F  -1.1263  -0.5792  1.3285
H  2.4558  2.4205  -1.5584
H  1.4277  0.8081  -2.7767
H  1.7944  1.9726  1.0850
H  0.8226  0.6041  0.5701
H  -0.2947  3.0484  0.8891
H  0.5108  3.3848  -0.6402
H  -0.8277  1.5710  -1.7518
H  -1.7648  2.8988  -1.0926
C  -2.3537  -2.0520  3.4211
C  -2.3744  -2.3354  4.8960
C  -2.2967  -3.7952  5.2880
O  -2.9709  -3.8100  6.5562
C  -3.8495  -2.7772  6.5610
O  -4.6896  -2.6189  7.3924
O  -3.6429  -1.9740  5.5031
H  -3.0960  -2.6605  2.9008
H  -2.5897  -1.0081  3.2301
H  -1.3696  -2.2646  3.0088
H  -1.5965  -1.7619  5.4066
H  -1.2824  -4.1681  5.3983
H  -2.8519  -4.4323  4.5953
C  7.5244  4.8130  -0.2466
C  6.9826  3.5337  -0.8335
C  7.7309  3.0046  -2.0427
O  6.7247  2.2790  -2.7241
C  5.5032  2.8292  -2.3800
O  4.4675  2.5414  -2.8490
O  5.6907  3.7347  -1.3803
H  7.6563  5.5713  -1.0231
H  6.8269  5.2090  0.4907
H  8.4853  4.6324  0.2398
H  6.8953  2.7610  -0.0620
H  8.5642  2.3479  -1.7957
H  8.0845  3.8235  -2.6843
C  -5.1501  -4.5501  -2.4152
C  -4.5804  -3.1614  -2.5339
C  -5.5595  -2.0832  -2.9514
O  -4.7143  -1.1387  -3.6029
C  -3.6427  -1.8162  -4.0987
O  -2.8597  -1.3735  -4.8684
O  -3.6309  -3.0843  -3.6096
H  -5.7062  -4.8191  -3.3151
H  -4.3488  -5.2774  -2.2913
H  -5.8158  -4.6111  -1.5537
H  -4.0721  -2.8741  -1.6094
H  -6.0824  -1.6182  -2.1196
H  -6.2843  -2.4551  -3.6835

Atomic forces in eV per Å
O 0.005 0.119 0.072
C -0.077 -0.065 -0.151
O 0.160 0.042 0.024
B 0.108 -0.480 0.287
O -0.314 0.151 -0.070
C 0.359 0.008 -0.096
C 0.161 -0.218 0.295
C 0.082 0.591 -0.077
C -0.004 -0.137 -0.327
F 0.004 0.098 -0.011
F -0.064 -0.091 0.014
C -0.086 -0.050 0.118
F -0.063 -0.051 0.044
F -0.014 -0.022 0.034
F 0.157 0.114 -0.237
H -0.184 0.051 0.081
H 0.180 0.039 0.029
H -0.067 0.035 0.003
H -0.037 0.063 0.070
H -0.161 0.023 -0.102
H -0.102 -0.018 -0.021
H 0.086 -0.216 0.206
H -0.092 -0.107 0.017
C -0.391 -0.028 0.114
C 0.066 -0.112 -0.140
C 0.082 0.007 0.023
O -0.009 -0.040 -0.034
C -0.078 0.010 0.052
O 0.040 -0.021 -0.043
O 0.084 0.042 0.040
H 0.024 -0.031 -0.001
H 0.127 0.022 0.001
H 0.010 0.034 0.025
H -0.030 0.015 0.042
H -0.005 0.008 0.123
H 0.020 0.034 -0.059
C -0.119 0.163 -0.121
C 0.169 -0.101 0.312
C -0.002 -0.053 0.123
O -0.130 0.090 -0.241
C -0.044 -0.307 1.143
O 0.166 0.227 -1.035
O 0.062 0.310 -0.525
H 0.027 0.003 -0.017
H 0.014 -0.066 0.057
H 0.000 -0.014 0.003
H -0.151 -0.082 -0.072
H -0.061 -0.085 -0.004
H 0.049 0.033 0.038
C 0.062 -0.102 -0.220
C -0.098 -0.014 0.070
C -0.062 0.016 0.077
O 0.024 -0.019 -0.038
C -0.007 -0.001 -0.065
O -0.069 -0.039 -0.007
O 0.066 0.060 0.061
H -0.026 0.029 0.007
H 0.008 0.021 0.089
H 0.005 0.011 0.008
H 0.062 0.048 -0.044
H 0.103 0.138 -0.008
H -0.028 -0.085 0.066

***

Here is a 2-piece molecular cluster, C13H17NO3 overall from OMol25. Energies are from ωB97M-V/def2-TZVPD.

Its total charge is 0. The HOMO energy is -9.36 eV. For the energy relative to the best compared isomer or geometry (same formula, charge and spin), the calculation gives 10.579 eV.

Element x y z (Å)
C  -2.9925  -4.4144  -2.5882
C  -2.6372  -3.3713  -1.6741
C  -1.6065  -3.8903  -0.7713
C  -1.1095  -2.7466  0.3303
H  -2.0863  -2.1629  0.9315
H  -0.3775  -3.1325  1.2140
O  -0.1564  -1.7856  -0.2327
C  -0.0475  -0.5390  0.2043
O  -0.3217  -0.2931  1.3552
N  0.7141  0.1421  -0.5638
C  1.4229  1.5028  -0.4996
C  1.1870  2.2158  0.8160
C  1.5968  3.3246  1.2345
C  2.5096  3.9069  -0.0197
C  2.4698  3.3785  -1.1780
C  2.1306  2.0505  -1.2895
H  2.0697  1.4896  -2.1778
H  3.1778  3.7658  -1.8911
H  2.8335  4.8630  0.0914
C  1.7970  4.0046  2.3910
O  2.1161  5.2127  2.5429
C  1.1444  3.3768  3.4990
H  1.4893  2.3837  3.6525
H  1.1329  3.9463  4.4121
H  -0.2375  3.3111  3.0083
H  0.6104  1.4962  1.6283
H  0.8368  -0.2370  -1.3502
H  -0.6738  -4.1866  -1.3359
H  -1.8818  -4.5810  0.0416
H  -3.3882  -2.9046  -1.0512
H  -2.1110  -2.3962  -2.3177
H  -3.8625  -3.8354  -3.2906
H  -2.1862  -4.7650  -3.1980
H  -3.5627  -5.1296  -1.9234

Atomic forces in eV per Å
C -5.799 0.822 -1.905
C 3.031 4.622 -0.477
C 3.747 2.516 3.582
C 0.160 0.612 2.600
H 2.871 -1.608 -2.034
H -2.383 0.012 -1.893
O -1.702 -1.427 -2.569
C -0.223 -2.407 4.906
O -1.435 0.976 0.936
N 2.867 8.476 2.575
C -9.117 -5.464 13.026
C -4.641 -9.373 1.695
C 6.909 4.389 -8.606
C -3.959 0.734 5.883
C 3.371 -0.504 -2.752
C 3.425 1.610 -9.193
H 1.250 -0.116 -2.016
H -0.358 0.416 -0.685
H 1.282 2.568 0.630
C -1.439 5.577 4.257
O 0.486 -2.496 -1.357
C -4.619 -0.823 0.497
H -0.185 -1.073 0.252
H -0.011 0.234 0.124
H 4.241 0.000 1.777
H 1.193 1.828 -2.319
H 1.369 -3.723 -7.856
H -0.998 -0.122 0.818
H -0.403 -0.689 -1.093
H -0.778 -0.136 -0.337
H -1.393 -2.529 1.825
H 2.231 -2.212 1.301
H 0.225 -0.542 -0.155
H 0.784 -0.149 -1.435

***

Here is one molecule with the formula C18H27NO2 from OMol25. Energies are from ωB97M-V/def2-TZVPD.

Its total charge is 0. The SMILES is CC1CCN(C[C@@H](C)[C@@H](C)OC(=O)c2ccccc2)CC1. The HOMO energy is -7.84 eV. For the energy relative to the best compared isomer or geometry (same formula, charge and spin), the calculation gives 3.303 eV.

Element x y z (Å)
O  2.2741  1.6118  0.0548
O  1.8540  -0.0361  1.6484
C  2.4678  0.5164  0.5342
C  5.5510  -1.8378  -1.1372
C  5.4429  -0.5639  -1.6625
C  4.9406  -2.3135  -0.0087
C  4.3076  0.1787  -1.2003
C  4.0496  -1.4505  0.7039
C  3.6476  -0.2862  0.0347
N  -1.8049  0.5970  0.1511
C  0.8621  1.4267  3.2870
C  -4.1972  0.6063  -3.4869
C  -0.2966  -1.7000  2.7631
C  -3.3340  0.5927  0.3216
C  -1.3169  1.2598  -0.9794
C  -1.1330  -0.6891  0.6338
C  -4.0273  -0.0469  -0.9924
C  -2.0223  0.8672  -2.2454
C  0.5826  0.5849  1.9892
C  -3.5691  0.9135  -2.1273
C  -0.6288  -0.3720  2.0414
H  6.3135  -2.4439  -1.5774
H  6.0834  -0.2612  -2.5258
H  5.3178  -3.2356  0.3844
H  4.0451  1.1527  -1.6811
H  3.6260  -1.7217  1.7026
H  -0.0247  2.0100  3.5743
H  1.6917  2.1947  3.1055
H  1.2117  0.7792  4.1216
H  -3.7152  1.0700  -4.3041
H  -4.0300  -0.4874  -3.6242
H  -5.3098  0.7613  -3.4836
H  -1.2880  -2.1869  2.7202
H  0.3744  -2.4230  2.2192
H  0.0998  -1.4072  3.7514
H  -3.6201  0.1011  1.2778
H  -3.7577  1.5640  0.3643
H  -0.2432  0.9805  -1.1742
H  -1.4117  2.3204  -0.6987
H  -1.7521  -1.5384  0.8804
H  -0.3402  -1.0420  0.0659
H  -5.1175  -0.0844  -0.8630
H  -3.6716  -1.0887  -1.0490
H  -1.6076  1.5220  -3.0080
H  -1.6514  -0.0087  -2.5891
H  0.2949  1.4062  1.3371
H  -3.8234  1.9696  -1.8834
H  -1.3436  0.2386  2.6338

Atomic forces in eV per Å
O -1.086 -0.782 0.580
O -0.671 0.674 -2.174
C 1.655 0.523 0.592
C 1.511 -0.076 -0.356
C -2.561 0.974 -0.248
C -0.728 1.639 1.401
C 1.011 -0.484 1.306
C 0.163 -0.932 -0.904
C 0.226 0.235 -1.326
N -1.930 -2.944 2.790
C 0.962 -0.158 -0.044
C -1.188 -2.100 1.344
C -0.549 0.351 -0.550
C 1.096 -2.070 -1.380
C 1.130 -0.006 -0.719
C -2.170 2.900 2.206
C 0.987 1.150 1.635
C -1.360 3.235 0.335
C 0.020 1.879 1.714
C 0.550 0.030 -0.657
C 2.556 -0.046 0.250
H 0.338 -0.563 -0.221
H -0.806 -0.121 0.908
H -0.298 -0.432 0.291
H -0.009 -1.056 0.739
H 0.334 0.274 -1.188
H 0.157 -0.370 0.016
H -1.078 -1.169 -0.006
H -0.380 0.438 -0.357
H 0.361 0.906 -0.819
H -0.295 0.516 -0.216
H 1.026 0.029 -0.146
H 0.481 -0.250 1.098
H -0.278 1.162 0.435
H -0.375 -0.911 -0.209
H 0.446 0.012 -0.706
H 0.195 1.343 0.212
H -0.734 0.676 0.717
H 0.259 0.117 -0.878
H -1.093 -0.221 -1.011
H 1.493 -0.313 -1.568
H 0.177 0.179 -0.130
H 0.019 0.380 -0.561
H -0.568 0.670 -0.393
H 0.694 -3.510 -0.658
H 0.400 -0.412 -0.935
H -0.010 -0.604 0.286
H -0.078 -0.759 -0.495

***

Here is an isolated ion of composition CH4NO2Si and charge -1 from OMol25. Energies are from ωB97M-V/def2-TZVPD.

Its total charge is -1. The SMILES is [O-][N+]([O-])=C[SiH3]. The HOMO energy is -3.37 eV. For the energy relative to the best compared isomer or geometry (same formula, charge and spin), the calculation gives 5.298 eV.

Element x y z (Å)
C  0.1480  0.8053  -0.1400
N  0.6476  0.6533  1.0458
O  1.3252  1.5076  1.6127
O  0.4398  -0.4566  1.5387
Si  -0.5111  -0.8375  -0.6916
H  0.3015  1.9882  -0.6740
H  -1.8479  -1.1453  0.1658
H  0.4088  -2.1039  -0.8812
H  -0.9119  -0.4112  -1.9763

Atomic forces in eV per Å
C -0.519 3.245 -4.181
N 0.799 1.520 -0.647
O 0.901 1.340 1.538
O -0.231 -3.243 1.959
Si -0.311 0.375 2.400
H -0.448 -3.972 1.598
H 1.357 -0.133 -1.087
H -0.755 1.073 0.314
H -0.793 -0.207 -1.894

***

Here is one molecule with the formula C14H10FN3O from OMol25. Energies are from ωB97M-V/def2-TZVPD.

Its total charge is 0. The SMILES is N#C/C(=C\c1ccc[nH]1)C(=O)Nc1ccccc1F. The HOMO energy is -8.76 eV. For the energy relative to the best compared isomer or geometry (same formula, charge and spin), the calculation gives 2.153 eV.

Element x y z (Å)
N  1.3717  2.0914  -1.1933
O  -1.4832  -1.1989  0.3268
F  0.6208  2.1106  3.2744
C  0.7850  1.0910  -1.0160
C  -0.3962  -0.6359  0.2523
C  1.4309  -0.7077  -5.7787
C  0.9684  -1.4955  -4.5759
C  1.8291  0.4434  -5.2568
C  0.9579  -0.7430  -3.4759
C  0.2285  -0.9433  -2.1879
C  0.1329  -0.1993  -1.0051
C  -1.5986  0.4002  5.4390
C  -2.1274  -0.5089  4.5634
C  -0.7441  1.3321  4.9597
C  -1.6536  -0.6906  3.2118
C  -0.2091  1.1635  3.6703
C  -0.6143  0.1775  2.8046
N  1.6188  0.4498  -3.8637
N  -0.0339  0.0458  1.4760
H  1.6338  -0.9480  -6.7922
H  0.6033  -2.5239  -4.6273
H  2.2950  1.2071  -5.8108
H  -0.4406  -1.8327  -2.2318
H  -2.0595  0.4216  6.4119
H  -2.9840  -1.1455  5.0287
H  -0.5024  2.1185  5.7136
H  -2.3083  -1.4067  2.6532
H  1.9681  1.2448  -3.3320
H  0.7110  0.6827  1.3617

Atomic forces in eV per Å
N -1.382 -2.045 0.609
O 0.969 -1.450 -0.917
F 1.178 0.640 -0.909
C 1.647 1.665 -0.733
C -5.053 1.488 4.447
C -0.608 -2.480 2.740
C -0.801 -1.760 -4.051
C -0.082 0.283 2.797
C 0.449 3.043 2.105
C -0.473 -0.247 0.488
C 2.965 0.285 -3.194
C -1.444 -0.507 -0.178
C -1.141 -2.457 -0.930
C 1.353 0.687 0.579
C -1.847 0.329 2.686
C -0.954 0.797 1.887
C -1.308 -2.639 -2.632
N 0.181 1.173 -1.504
N 1.004 0.078 -0.760
H -0.326 -0.715 -0.485
H -0.067 0.474 0.022
H 0.488 1.139 0.047
H 0.908 0.377 0.326
H 0.309 0.368 0.326
H 1.605 0.870 -1.452
H 0.465 -0.311 -1.429
H 1.617 0.841 -0.105
H -0.687 -0.603 0.299
H 1.033 0.677 -0.077

***

Here is one molecule with the formula C18H15N3O4S from OMol25. Energies are from ωB97M-V/def2-TZVPD.

Its total charge is 0. The SMILES is COc1ccc(-c2csc(NC(=O)c3cc(C)on3)c2C#N)cc1OC. The HOMO energy is -7.31 eV. For the energy relative to the best compared isomer or geometry (same formula, charge and spin), the calculation gives 16.839 eV.

Element x y z (Å)
C  -7.1796  -0.6597  0.8103
H  -6.8751  -0.9735  1.7548
H  -8.0108  -0.0197  0.6635
H  -7.2541  -1.5835  0.0673
O  -6.2285  0.0525  0.0945
C  -5.0201  -0.2864  0.2312
C  -4.6083  -1.5841  0.7158
C  -3.1993  -1.7724  0.3256
C  -2.3084  -0.8512  -0.1277
C  -2.6624  0.3449  -0.4271
C  -4.0909  0.9436  -0.2912
O  -4.6464  2.0552  -0.7453
C  -3.6269  2.7818  -1.1742
H  -3.1509  2.7951  -1.9762
H  -2.8869  3.1410  -0.4383
H  -4.3279  3.8249  -1.0692
H  -1.9541  0.9326  -0.7634
C  -0.8770  -1.2748  -0.0518
C  -0.2532  -2.3640  -0.4481
S  1.3350  -2.5203  -0.3193
C  1.4263  -0.8855  -0.1974
C  0.1166  -0.1893  0.1843
C  0.1112  1.1922  0.3872
N  0.0194  2.2500  0.7523
N  2.6927  -0.0919  -0.2408
C  3.9415  -0.9330  -0.1600
O  3.8882  -2.3330  -0.3908
C  5.0974  0.0406  -0.0290
N  4.9030  1.1322  0.3638
O  6.2741  1.5949  0.4038
C  7.1233  0.7423  0.0822
C  6.3836  -0.5504  -0.2120
H  6.8129  -1.4696  -0.2581
C  8.5394  0.8044  0.1585
H  8.7976  1.2522  1.1663
H  9.1738  0.2337  0.0159
H  8.8371  1.6996  -0.7290
H  2.7372  0.7502  0.4679
H  -0.9508  -3.3119  -0.5510
H  -2.9684  -2.6425  0.8631
H  -5.1301  -2.2674  1.0918

Atomic forces in eV per Å
C -0.543 -2.372 -4.795
H 0.276 -0.139 1.806
H -1.349 -0.026 0.811
H -0.769 1.022 2.087
O -2.487 2.669 0.416
C 4.568 1.530 -0.788
C 7.620 9.369 -6.482
C -4.325 -1.001 3.116
C 1.418 -6.599 2.141
C -8.152 6.362 -0.442
C 1.938 -10.253 2.188
O -0.702 -4.322 0.841
C -3.969 10.153 7.381
H 3.194 -1.411 -7.908
H -0.103 -1.162 0.544
H 2.540 -1.468 -1.435
H 3.208 3.298 -1.710
C -0.078 6.016 -0.232
C -6.116 -5.519 0.330
S 2.780 -0.989 -1.058
C 0.089 6.250 2.473
C 3.936 -5.093 -2.889
C -0.469 -3.638 -0.301
N -0.035 4.148 0.925
N 0.831 -3.249 2.494
C -4.253 -3.986 -2.057
O 1.032 9.323 1.674
C 0.223 -14.718 -3.123
N 1.067 9.010 2.393
O -1.266 5.128 1.474
C -1.969 -9.720 -1.767
C 0.941 8.354 1.295
H 0.498 -2.495 -0.575
C -7.199 15.962 1.718
H -0.144 0.055 -1.080
H 9.387 -11.316 -2.872
H -0.588 -2.038 2.685
H -0.191 -2.005 -2.025
H 1.822 1.766 -0.111
H 1.709 -1.507 -0.118
H -4.372 -5.389 2.977

***

Record-wise Kohn-Sham gap values, in eV: 2.52, 9.16, 8.42, 7.54, 7.73, 6.83